The following is a quantum chemistry calculation of C28H21BrF5IrN3O4 as an isolated structure, from the OMol25 dataset.

## Properties
- Energy relative to the best compared isomer or geometry (same formula, charge and spin): 43.2 kcal per mole
- HOMO-LUMO gap: 6.798 eV
- Energy: -4722.16487 a.u.
- Total charge: +1

Each line ends with the Mulliken charge.
Cartesian coordinates (Å):
1 Ir -0.982 0.576 -0.628  1.82
2 Br -1.987 1.606 1.552  -0.17
3 F -0.100 1.919 -5.946  -0.30
4 F 1.508 -2.497 -5.815  -0.29
5 F -1.066 1.655 -3.459  -0.30
6 F 1.188 -0.157 -7.164  -0.30
7 F 0.579 -2.760 -3.299  -0.36
8 O 2.672 2.454 0.327  -0.74
9 O -0.736 -0.792 -2.064  -0.86
10 O 0.854 1.205 -1.155  -1.13
11 O -2.393 2.428 -1.289  -0.58
12 N 1.436 -0.641 0.147  -0.52
13 N -2.998 -0.134 -0.743  0.01
14 N 0.265 -0.248 0.700  -0.12
15 C -3.274 -1.376 -0.326  -0.18
16 C 0.392 -1.609 -3.951  0.42
17 C -0.208 0.190 6.267  -0.53
18 C 0.721 -0.287 -5.926  0.71
19 C -3.998 0.670 -1.139  0.78
20 C -3.626 1.960 -1.833  -0.60
21 C 4.146 -0.183 -1.747  -0.46
22 C -0.928 0.459 2.686  0.42
23 C -0.115 -1.671 4.742  -0.39
24 C 3.183 0.563 -1.074  -0.18
25 C -0.419 0.610 -4.025  -0.04
26 C 1.751 0.116 -1.105  1.84
27 C -5.610 -0.995 -0.563  -0.29
28 C 0.422 -0.572 7.235  -0.55
29 C 5.486 0.151 -1.672  -0.84
30 C 0.878 -1.479 -5.238  0.43
31 C 0.507 -2.434 5.717  -0.61
32 C -4.568 -1.844 -0.222  -0.90
33 C -5.318 0.273 -1.041  -0.96
34 C 4.921 2.016 -0.248  -0.61
35 C 0.785 -1.883 6.960  -0.44
36 C -0.459 -0.342 5.000  0.64
37 C 0.122 -0.248 1.983  -0.31
38 C 3.575 1.683 -0.332  0.58
39 C -0.280 -0.568 -3.302  -0.11
40 C 0.070 0.763 -5.308  0.04
41 C 5.865 1.252 -0.912  -0.35
42 C -1.116 0.510 4.007  -0.83
43 H -1.795 1.263 4.392  0.39
44 H -6.637 -1.322 -0.473  0.44
45 H -0.493 1.213 6.483  0.38
46 H 2.176 -0.874 0.796  0.44
47 H 0.623 -0.145 8.208  0.39
48 H -2.419 -1.990 -0.080  0.54
49 H 6.910 1.524 -0.844  0.39
50 H 0.939 -0.642 2.579  0.69
51 H 1.266 -2.483 7.721  0.40
52 H -4.748 -2.850 0.128  0.42
53 H -4.415 2.700 -1.695  0.47
54 H 6.226 -0.432 -2.201  0.42
55 H 0.758 -3.466 5.512  0.39
56 H 3.828 -1.038 -2.335  0.46
57 H 5.204 2.884 0.332  0.45
58 H 1.597 -0.565 -1.937  -0.47
59 H -1.970 3.075 -1.869  0.31
60 H -3.510 1.753 -2.898  0.28
61 H -6.103 0.945 -1.359  0.47
62 H -0.380 -2.131 3.798  0.55
63 H 1.799 2.242 -0.053  0.35

The following is a quantum chemistry calculation of C28H21Cl3FN4O11S3Ti as an isolated structure, from the OMol25 dataset.

## Properties
- Energy relative to the best compared isomer or geometry (same formula, charge and spin): 0.0 kcal per mole
- HOMO-LUMO gap (alpha / beta): 8.790 / 9.197 eV
- Energy: -5651.00692 a.u.
- Spin multiplicity: 2
- Total charge: 0

Each line ends with the Mulliken charge.
Cartesian coordinates (Å):
1 Ti -0.172 0.182 -2.199  0.16
2 Cl -1.479 2.982 4.497  -0.22
3 Cl 2.714 -0.219 5.464  -0.22
4 Cl 2.202 -5.815 3.181  -0.20
5 S -1.052 -2.275 -1.464  2.05
6 S 1.593 -5.131 6.017  -0.18
7 S -2.707 0.373 -3.073  1.73
8 F -1.284 6.602 -4.850  -0.31
9 O -2.172 0.911 -1.800  -0.40
10 O 1.281 -2.641 2.075  -0.20
11 O -3.732 1.138 -3.698  -0.65
12 O -0.784 -3.538 -0.855  -0.62
13 O 2.619 4.166 -2.112  -0.67
14 O -0.117 -1.892 -2.563  -0.62
15 O -0.196 7.716 -2.534  -0.60
16 O -1.486 0.120 -3.884  -0.41
17 O 0.193 2.194 -2.592  -0.70
18 O 1.288 0.641 -3.666  -0.63
19 O -1.013 -1.102 -0.564  -0.37
20 N 1.284 4.247 -3.955  0.20
21 N 1.238 5.954 -2.384  -0.07
22 N 1.425 0.270 -0.744  0.96
23 N 2.687 -0.375 0.927  0.32
24 C 1.707 2.913 -4.325  -1.52
25 C -3.340 -3.555 -2.016  -0.52
26 C 0.527 -3.847 6.400  -0.47
27 C 2.044 1.384 -0.212  -0.69
28 C 0.208 6.676 -2.991  0.33
29 C -0.796 0.924 2.881  -1.35
30 C 0.527 -3.825 4.074  0.05
31 C 1.963 -1.700 2.876  -0.99
32 C 0.573 1.272 4.836  -0.59
33 C -2.702 -2.334 -2.148  -0.38
34 C -0.499 1.628 4.037  0.08
35 C 1.842 -0.765 -0.038  -0.80
36 C -0.287 6.010 -4.192  0.22
37 C 1.082 -0.548 3.311  0.28
38 C -5.318 -2.671 -3.036  -0.59
39 C -4.645 -3.729 -2.461  -0.65
40 C 2.815 0.994 0.835  -0.74
41 C 3.139 -1.214 2.027  -1.42
42 C 0.235 4.858 -4.614  0.05
43 C -0.005 -0.157 2.532  0.16
44 C 1.351 0.190 4.457  0.78
45 C 1.034 1.855 -3.482  1.68
46 C -4.686 -1.442 -3.176  -0.63
47 C 1.772 4.743 -2.764  0.50
48 C -3.384 -1.256 -2.744  -0.49
49 C 0.194 -3.328 2.701  -1.04
50 C 0.044 -3.243 5.284  -0.67
51 C 1.380 -4.854 4.340  0.66
52 H 1.902 2.368 -0.626  0.41
53 H 1.600 6.336 -1.522  0.23
54 H -6.336 -2.791 -3.382  0.40
55 H -0.681 -2.675 2.759  0.28
56 H -5.199 -0.608 -3.633  0.57
57 H 2.783 2.813 -4.197  0.34
58 H -0.238 -0.709 1.630  0.68
59 H 0.803 1.827 5.734  0.49
60 H 0.318 -3.608 7.430  0.45
61 H 3.668 -2.082 1.634  0.37
62 H -0.640 -2.405 5.302  0.46
63 H 1.468 2.732 -5.372  0.44
64 H 3.438 1.553 1.511  0.46
65 H 3.824 -0.627 2.636  0.41
66 H -0.141 4.359 -5.496  0.38
67 H 2.381 -2.190 3.760  1.00
68 H -0.037 -4.147 2.022  0.78
69 H -1.632 1.217 2.261  0.58
70 H 1.538 -1.788 -0.167  0.69
71 H -2.803 -4.371 -1.553  0.57
72 H -5.123 -4.692 -2.350  0.41

The following is a quantum chemistry calculation of C28H21CrFO7S as an isolated structure, from the OMol25 dataset.

## Properties
- HOMO-LUMO gap (alpha / beta): 6.654 / 5.145 eV
- Energy: -3148.27868 a.u.
- Spin multiplicity: 4
- Total charge: +1

Each line ends with the Mulliken charge.
Cartesian coordinates (Å):
1 Cr -3.202 -0.201 4.036  -0.09
2 S 0.948 0.009 -3.438  1.26
3 F 0.823 -1.945 -1.761  -0.39
4 O 1.478 -0.833 -4.458  -0.63
5 O -1.500 2.229 3.432  -0.31
6 O 3.449 -1.993 -1.855  -0.59
7 O 3.476 0.184 -2.534  -0.17
8 O -5.296 2.023 4.405  -0.22
9 O -2.568 0.801 6.856  -0.21
10 O 1.110 1.429 -3.435  -0.62
11 C -1.066 -1.062 1.221  -0.51
12 C 3.675 2.682 1.852  -0.40
13 C -3.500 -1.072 2.054  -0.35
14 C -1.369 -0.190 -4.561  -0.88
15 C 2.808 1.826 2.543  -0.77
16 C 0.794 0.204 -0.327  0.85
17 C -1.778 -1.798 3.535  -0.59
18 C -2.717 -0.463 -4.784  -0.78
19 C -1.620 -0.732 -2.213  0.82
20 C -0.824 -0.370 -3.304  0.40
21 C -2.959 -1.102 -2.456  -0.73
22 C -4.610 1.092 4.232  0.42
23 C 5.533 0.775 -3.534  -1.41
24 C -4.500 -1.498 2.966  -0.65
25 C 2.890 -0.899 -1.945  -0.04
26 C 2.715 1.877 -0.250  0.00
27 C 3.607 2.725 0.452  -1.15
28 C -2.116 -1.377 2.221  1.41
29 C -4.108 -2.098 4.188  -0.51
30 C -2.830 0.291 5.840  0.39
31 C -3.496 -0.952 -3.733  -0.40
32 C 4.611 -0.319 -3.228  -0.23
33 C -0.145 -0.450 0.650  -0.96
34 C -2.130 1.229 3.569  0.46
35 C -2.731 -2.252 4.474  -0.64
36 C 1.849 1.033 0.442  0.15
37 C 1.933 0.985 1.843  -0.43
38 C 1.381 -0.658 -1.691  0.91
39 H 4.288 3.422 2.415  0.33
40 H -1.266 -0.725 -1.198  -0.18
41 H -3.125 -0.278 -5.767  0.41
42 H -4.557 -1.169 -3.882  0.37
43 H -5.568 -1.316 2.742  0.59
44 H -2.392 -2.641 5.451  0.57
45 H 5.977 1.169 -2.633  0.33
46 H -0.723 0.122 -5.383  0.39
47 H -4.858 -2.393 4.925  0.50
48 H 2.830 1.782 3.632  0.39
49 H 4.263 3.405 -0.083  0.41
50 H -0.714 -1.813 3.812  0.56
51 H 1.354 0.236 2.385  0.44
52 H 0.202 0.897 -1.061  0.59
53 H 5.114 -1.032 -2.604  0.36
54 H 6.356 0.480 -4.162  0.43
55 H -3.563 -1.475 -1.615  0.39
56 H 2.805 1.826 -1.319  0.53
57 H -3.808 -0.492 1.168  0.53
58 H 4.266 -0.785 -4.125  0.29
59 H 5.108 1.652 -4.003  0.35

The following is a quantum chemistry calculation of C28H21CuN6O2SSe as an isolated structure, from the OMol25 dataset.

## Properties
- Energy relative to the best compared isomer or geometry (same formula, charge and spin): 25.2 kcal per mole
- HOMO-LUMO gap (alpha / beta): 6.952 / 5.993 eV
- Energy: -5998.60652 a.u.
- Spin multiplicity: 2
- Total charge: +1

Each line ends with the Mulliken charge.
Cartesian coordinates (Å):
1 Se 0.984 -1.465 2.188  -0.08
2 Cu -0.034 0.004 0.186  -1.20
3 S 0.103 -2.909 -1.101  -0.17
4 O 0.454 2.262 -1.882  -0.67
5 O 1.094 1.901 2.618  -0.57
6 N 3.165 -1.452 4.046  0.36
7 N 1.379 -0.515 4.837  0.20
8 N -0.839 -1.768 -0.252  -0.12
9 N 0.747 1.698 0.325  0.42
10 N -2.552 -3.223 0.367  0.03
11 N -1.936 0.259 1.006  0.05
12 C 1.093 2.363 1.497  -0.12
13 C 0.780 2.571 -0.758  0.59
14 C 1.259 3.893 -0.253  0.07
15 C 3.220 -0.583 8.061  -0.50
16 C -3.525 1.300 2.424  -0.84
17 C 2.145 -0.274 7.248  -0.80
18 C -0.400 -5.542 -1.557  -0.72
19 C 2.062 6.054 1.227  -0.52
20 C -2.835 -5.544 -0.241  -0.67
21 C -3.786 -0.994 1.788  -0.34
22 C -1.166 -6.702 -1.519  -0.65
23 C 1.907 6.166 -0.153  -0.43
24 C 1.921 -1.051 3.730  -0.21
25 C 2.266 -0.596 5.905  0.30
26 C -2.386 -6.701 -0.868  -0.65
27 C -1.954 -2.023 0.343  0.71
28 C -2.609 -0.893 1.071  0.93
29 C 1.823 4.850 1.884  -0.39
30 C -0.857 -4.390 -0.947  0.84
31 C -2.365 1.328 1.664  0.04
32 C 4.492 -1.503 6.206  -0.65
33 C 3.407 -1.202 5.397  0.73
34 C 1.433 3.774 1.116  0.71
35 C -4.247 0.123 2.473  -0.69
36 C 4.376 -1.184 7.548  -0.64
37 C 1.491 5.078 -0.916  -0.53
38 C 4.135 -2.031 3.131  -0.96
39 C -2.073 -4.394 -0.279  0.29
40 H 3.166 -0.364 9.119  0.40
41 H 0.555 -5.534 -2.071  0.40
42 H 2.105 7.116 -0.632  0.41
43 H -1.757 2.220 1.582  0.43
44 H 2.368 6.922 1.797  0.40
45 H 3.714 -2.027 2.132  0.29
46 H 1.931 4.763 2.958  0.48
47 H -3.791 -5.541 0.274  0.38
48 H -2.998 -7.592 -0.846  0.39
49 H 5.046 -1.436 3.147  0.36
50 H 5.385 -1.973 5.816  0.43
51 H 5.192 -1.413 8.219  0.39
52 H -4.353 -1.913 1.833  0.37
53 H 0.478 -0.068 4.830  0.21
54 H -3.847 2.183 2.957  0.46
55 H -3.418 -3.319 0.863  0.00
56 H 1.246 0.184 7.640  0.40
57 H -5.163 0.062 3.045  0.44
58 H 1.346 5.153 -1.987  0.49
59 H 4.364 -3.055 3.423  0.35
60 H -0.809 -7.597 -2.009  0.39

Number 1: maximum force 0.8 eV/A. Number 2: maximum force 0.2 eV/A. Number 3: maximum force 8.7 eV/A. Number 4: maximum force 0.6 eV/A.